Formula: CH3NSi
Source: the Open Molecules 2025 dataset
Level of theory: ωB97M-V/def2-TZVPD

Summary:
**Electronic energy**: -383.92433 Ha
**ΔE to the lowest compared entry with this formula, charge and spin**: 120.5 kcal per mole

Each line ends with the natural charge from an NBO analysis.
CARTESIAN COORDINATES (ANGSTROEM)
C: -1.01147 -0.85923 -1.64492  -0.65
N: -0.08781 -1.75091 0.46673  -1.18
Si: 0.24906 -0.41744 -0.45942  1.51
H: 1.01559 0.65788 -0.06647  -0.22
H: -1.92156 -0.15238 -1.50458  0.18
H: -0.70024 -1.56520 1.18514  0.36